1.
Here is 8 unconnected molecules or ions with the total composition C5H23NO9 at a distorted geometry from OMol25. Energies are from wB97M-V/def2-TZVPD.

**Kohn-Sham gap**: 10.48 eV
**DFT total energy**: -936.2380 a.u.
**Relative energy (zero: lowest compared OMol25 entry of this formula, charge and spin)**: 0.9837 eV
**SMILES**: NC(=O)CCCC=O.O.O.O.O.O.O.O
**E_LUMO**: 0.0075 Ha
**HOMO level**: -10.27 eV

Positions of all 38 atoms, in Å:
O -1.16 -1.31 2.33
C -0.36 -1.52 1.44
C -0.76 -2.31 0.23
C -0.22 -1.79 -1.11
C 1.27 -1.37 -1.12
C 1.35 0.11 -0.91
N 1.53 0.90 -1.98
O 1.02 0.65 0.16
H 0.67 -1.19 1.66
H -0.52 -3.37 0.31
H -1.83 -2.33 0.14
H -0.40 -2.52 -1.89
H -0.78 -0.91 -1.38
H 1.84 -1.94 -0.37
H 1.84 -1.74 -1.98
H 1.16 1.82 -1.96
H 1.69 0.51 -2.89
H -1.99 0.80 2.47
H -1.13 0.76 1.18
O -1.82 1.24 1.64
H 2.14 1.23 1.93
H 1.01 0.74 2.77
O 1.95 0.94 2.84
H -1.29 -0.47 -3.75
H -1.31 0.98 -4.14
O -0.79 0.33 -3.66
H -0.27 2.92 2.23
H 0.98 3.00 3.07
O 0.13 3.46 2.91
H 3.95 -0.64 2.60
H 3.01 -0.57 1.43
O 3.91 -0.73 1.64
H -4.02 -1.18 -2.92
H -3.04 -0.11 -2.41
O -3.45 -0.47 -3.22
H -1.32 0.98 -1.31
H -2.48 1.09 -0.26
O -2.14 0.57 -1.00

natural (NBO) atomic charge list, values in e, 8 entries: atom 1 (O): -0.56, atom 2 (C): 0.42, atom 3 (C): -0.52, atom 4 (C): -0.38, atom 5 (C): -0.53, atom 6 (C): 0.70, atom 7 (N): -0.77, atom 8 (O): -0.73

=====

2.
Here is a molecular structure, C16H42NO12S3Si at a distorted geometry from OMol25. Energies are from wB97M-V/def2-TZVPD.

**Kohn-Sham gap**: 8.09 eV
**DFT total energy**: -3076.3789 a.u.
**Relative energy (zero: lowest compared OMol25 entry of this formula, charge and spin)**: 1.4981 eV
**Charge**: -1
**E_LUMO**: 0.0778 Ha
**HOMO level**: -5.97 eV

Positions of all 75 atoms, in Å:
C 4.61 -2.24 1.48
Si 2.78 -1.84 1.13
C 2.48 -2.31 -0.68
C 2.38 -0.04 1.55
S 1.48 -3.19 2.31
O 2.42 -3.86 3.26
O 0.46 -2.40 3.06
N 0.87 -4.34 1.25
S -0.82 -4.26 1.16
O -1.49 -4.62 2.42
O -1.18 -5.26 0.11
C -1.37 -2.64 0.49
S -2.48 -1.62 1.54
O -3.87 -1.68 1.01
O -2.38 -1.86 2.99
H 5.04 -1.62 2.28
H 5.17 -2.03 0.55
H 4.75 -3.31 1.68
H 2.81 -3.34 -0.86
H 2.95 -1.63 -1.41
H 1.40 -2.31 -0.91
H 3.21 0.44 2.09
H 1.48 0.01 2.18
H 2.21 0.51 0.62
H -1.93 -2.84 -0.44
H -0.53 -2.00 0.20
H -2.06 -0.32 1.33
C -5.95 -3.27 -1.22
O -6.39 -4.03 -2.34
C -6.05 -3.42 -3.57
C -4.82 -4.06 -4.19
O -3.67 -3.81 -3.41
C -3.29 -4.93 -2.62
H -6.06 -3.89 -0.33
H -4.91 -2.97 -1.31
H -6.58 -2.38 -1.10
H -5.90 -2.34 -3.44
H -6.90 -3.56 -4.24
H -4.65 -3.60 -5.18
H -4.98 -5.13 -4.34
H -2.84 -5.70 -3.26
H -4.13 -5.35 -2.07
H -2.54 -4.61 -1.91
C 6.00 4.52 -0.82
O 5.40 4.17 -2.05
C 5.28 2.76 -2.21
C 3.87 2.28 -1.93
O 3.52 2.45 -0.56
C 2.69 3.58 -0.34
H 5.86 5.60 -0.68
H 5.54 4.00 0.03
H 7.07 4.31 -0.84
H 6.00 2.23 -1.57
H 5.53 2.53 -3.25
H 3.81 1.21 -2.15
H 3.15 2.80 -2.58
H 1.68 3.37 -0.70
H 3.08 4.48 -0.83
H 2.65 3.75 0.73
C -2.78 3.70 3.16
O -2.25 5.00 2.97
C -0.86 5.07 3.29
C -0.01 5.06 2.03
O -0.10 3.82 1.35
C -0.96 3.87 0.23
H -3.78 3.68 2.71
H -2.17 2.94 2.68
H -2.88 3.48 4.23
H -0.57 4.26 3.95
H -0.70 6.02 3.81
H 1.04 5.20 2.31
H -0.29 5.89 1.37
H -0.47 4.43 -0.59
H -1.92 4.34 0.47
H -1.14 2.85 -0.11

Mulliken atomic charge list, values in e, 8 entries: atom 1 (C): -1.14, atom 2 (Si): 0.50, atom 3 (C): -0.86, atom 4 (C): -0.92, atom 5 (S): 0.96, atom 6 (O): -0.75, atom 7 (O): -0.54, atom 8 (N): -0.53

=====

3.
Here is a gas-phase ion, C8H16NO3 (charge +1) at a distorted geometry from OMol25. Energies are from wB97M-V/def2-TZVPD.

**Kohn-Sham gap (spin up / spin down)**: 8.78 / 8.17 eV
**DFT total energy**: -594.4765 a.u.
**Relative energy (zero: lowest compared OMol25 entry of this formula, charge and spin)**: 4.4197 eV
**Charge**: +1
**E_LUMO (spin up / spin down)**: -0.1260 / -0.1386 Ha
**HOMO level (spin up / spin down)**: -12.21 / -11.94 eV

Positions of all 28 atoms, in Å:
C 0.96 -1.99 0.62
C 1.86 0.27 0.88
C 0.23 -2.47 -0.60
C 2.62 0.48 -0.47
C -0.45 -0.36 -0.40
C -2.89 -0.13 -0.62
C -1.37 1.93 -0.35
C -1.61 0.54 0.07
N 0.54 -0.64 0.76
O -0.57 -1.48 -1.03
O 2.33 1.64 -1.22
O -1.68 0.29 1.44
H 0.69 -2.68 1.48
H 2.00 -1.93 0.49
H 2.41 -0.36 1.65
H 1.46 1.24 1.22
H 2.17 2.46 -0.73
H 0.29 -3.44 -1.14
H 3.77 0.41 -0.34
H 2.42 -0.46 -1.14
H -2.69 -0.12 -1.76
H -3.76 0.43 -0.45
H -2.99 -1.18 -0.47
H -1.16 2.03 -1.47
H -2.11 2.57 -0.08
H -0.48 2.28 0.16
H 0.03 -0.43 1.60
H -2.02 1.09 1.89

natural (NBO) atomic charge list, values in e, 8 entries: atom 1 (C): -0.32, atom 2 (C): -0.22, atom 3 (C): 0.10, atom 4 (C): -0.11, atom 5 (C): 0.41, atom 6 (C): -0.62, atom 7 (C): -0.63, atom 8 (C): 0.18

=====

4.
Here is 2 unconnected molecules or ions with the total composition C7H17NO at a distorted geometry from OMol25. Energies are from wB97M-V/def2-TZVPD.

**Kohn-Sham gap**: 10.01 eV
**DFT total energy**: -406.8473 a.u.
**Relative energy (zero: lowest compared OMol25 entry of this formula, charge and spin)**: 2.2587 eV
**SMILES**: CCN(C)C(C)=O.CC
**E_LUMO**: 0.0310 Ha
**HOMO level**: -9.16 eV

Positions of all 26 atoms, in Å:
C 1.07 -3.47 0.34
C -0.06 -4.21 -0.42
H 0.64 -3.06 1.26
H 1.77 -4.23 0.77
H 1.53 -2.61 -0.12
H 0.37 -4.84 -1.18
H -0.51 -4.80 0.37
H -0.89 -3.53 -0.64
C 1.11 1.99 0.08
C 2.05 0.77 0.31
C -0.57 1.73 1.79
C -0.58 0.52 -1.76
C -1.14 1.12 -0.51
O -2.34 1.05 -0.31
N -0.26 1.67 0.40
H 1.54 2.93 0.53
H 1.25 2.51 -0.89
H 1.61 0.14 1.08
H 3.02 1.04 0.71
H -1.33 1.01 2.15
H 0.39 -0.03 -1.69
H -0.44 1.34 -2.45
H 2.16 0.47 -0.70
H 0.35 1.49 2.35
H -0.79 2.62 2.46
H -1.35 -0.16 -2.18

natural (NBO) atomic charge list, values in e, 8 entries: atom 1 (C): -0.61, atom 2 (C): -0.61, atom 3 (H): 0.20, atom 4 (H): 0.20, atom 5 (H): 0.20, atom 6 (H): 0.21, atom 7 (H): 0.20, atom 8 (H): 0.21

=====

5.
Here is C6H10O in the gas phase at a distorted geometry from OMol25. Energies are from wB97M-V/def2-TZVPD.

**Kohn-Sham gap**: 9.16 eV
**DFT total energy**: -309.7334 a.u.
**Relative energy (zero: lowest compared OMol25 entry of this formula, charge and spin)**: 2.9645 eV
**E_LUMO**: 0.0273 Ha
**HOMO level**: -8.42 eV

Positions of all 17 atoms, in Å:
C 2.38 0.08 0.32
C 0.87 0.08 0.06
C 0.07 -0.97 0.38
C -1.44 -1.08 0.10
C -1.91 0.05 -0.83
C 0.52 1.35 -0.67
O 0.12 2.27 0.18
H 2.68 0.89 1.01
H 2.91 0.27 -0.62
H 2.71 -0.87 0.73
H 0.55 -1.88 0.77
H -2.00 -1.06 1.05
H -1.58 -2.07 -0.37
H -2.85 -0.23 -1.30
H -2.03 1.00 -0.30
H -1.19 0.17 -1.62
H 0.17 1.99 1.12

natural (NBO) atomic charge list, values in e, 8 entries: atom 1 (C): -0.63, atom 2 (C): -0.20, atom 3 (C): -0.18, atom 4 (C): -0.43, atom 5 (C): -0.62, atom 6 (C): 0.31, atom 7 (O): -0.64, atom 8 (H): 0.21

=====

6.
Here is a molecular structure, C27H19BF5N10O5SSc from OMol25. Energies are from wB97M-V/def2-TZVPD.

**Kohn-Sham gap (spin up / spin down)**: 8.04 / 7.42 eV
**Multiplicity**: 2
**DFT total energy**: -3647.4926 a.u.
**Relative energy (zero: lowest compared OMol25 entry of this formula, charge and spin)**: 1.1318 eV
**Charge**: -1
**E_LUMO (spin up / spin down)**: 0.0873 / 0.0625 Ha
**HOMO level (spin up / spin down)**: -5.67 / -5.72 eV
**Expectation value of S²**: 0.7573

Positions of all 69 atoms, in Å:
Sc -0.32 0.57 -0.16
C 2.98 -0.83 2.61
C 2.40 0.04 1.68
N 1.26 -0.45 1.23
N 1.08 -1.64 1.84
C 2.09 -1.88 2.69
B -0.17 -2.50 1.55
N -1.40 -1.81 2.12
C -2.65 -2.29 2.20
C -3.41 -1.39 2.90
C -2.51 -0.36 3.21
N -1.30 -0.60 2.74
N -0.31 -2.69 0.00
C -0.46 -3.83 -0.70
C -0.36 -3.54 -2.05
C -0.15 -2.16 -2.08
N -0.13 -1.65 -0.85
N 0.06 -3.88 2.18
C 1.01 -4.78 1.83
C 1.02 -5.78 2.77
C 0.03 -5.38 3.69
N -0.54 -4.25 3.33
H 3.90 -0.71 3.15
H 2.76 0.99 1.31
H 2.11 -2.78 3.28
H -2.91 -3.24 1.77
H -4.46 -1.45 3.14
H -2.69 0.56 3.75
H -0.63 -4.76 -0.20
H -0.45 -4.21 -2.88
H -0.01 -1.51 -2.93
H 1.61 -4.64 0.95
H 1.65 -6.66 2.79
H -0.29 -5.88 4.59
O 1.28 1.42 -0.89
C 2.01 2.50 -0.78
C 3.12 2.68 -1.62
C 3.94 3.78 -1.49
C 3.69 4.74 -0.51
C 2.60 4.58 0.32
C 1.74 3.48 0.20
C 0.55 3.37 1.05
N -0.28 2.34 1.16
C -1.28 2.71 2.03
C -1.05 3.97 2.46
N 0.12 4.37 1.84
H 3.30 1.93 -2.38
H 4.79 3.90 -2.16
H 4.34 5.60 -0.39
H 2.42 5.32 1.09
H -2.11 2.07 2.22
H -1.60 4.62 3.11
H 0.54 5.28 1.90
O -3.82 1.01 -1.88
S -2.93 1.49 -0.86
O -3.41 2.62 -0.09
O -2.45 0.37 0.06
O -1.55 1.89 -1.49
F -2.53 -1.03 -3.31
C -1.86 -0.07 -3.95
C -1.03 0.80 -3.31
C -0.33 1.74 -4.03
F 0.46 2.65 -3.44
C -0.41 1.77 -5.41
F 0.29 2.66 -6.13
C -1.24 0.88 -6.06
F -1.34 0.90 -7.40
C -1.97 -0.05 -5.33
F -2.75 -0.92 -5.98

natural (NBO) atomic charge list, values in e, 8 entries: atom 1 (Sc): 1.86, atom 2 (C): -0.35, atom 3 (C): -0.01, atom 4 (N): -0.34, atom 5 (N): -0.32, atom 6 (C): 0.00, atom 7 (B): 0.93, atom 8 (N): -0.38

=====

Q: DFT total energy of number 2 (C16H42NO12S3Si)?
A: -3076.3789 a.u.

=====

Q: Among the records above, which one has the highest relative energy (zero: lowest compared OMol25 entry of this formula, charge and spin)?
A: C8H16NO3

=====

Q: The highest DFT total energy belongs to which entry?
A: C6H10O